*1*
The following is a quantum chemistry calculation of C39H34ClN4O4PTl as an isolated structure, from OMol25.

Properties
Net charge ... +1
Highest occupied orbital energy ... -9.181 eV
Orbital gap ... 5.76 eV
2S+1 ... 1

Each line ends with the Löwdin charge.
Cartesian coordinates (Å):
Tl: 0.7931 -0.6806 0.1910  0.851
Cl: 7.9052 -3.5923 -1.8420  0.651
P: -2.7027 0.4807 0.5087  1.025
O: -1.4371 2.4406 3.3268  0.201
O: -1.6057 1.1372 1.4956  -0.169
O: 2.5410 -2.4045 0.1990  -0.329
O: 1.2063 -4.3923 -1.4643  0.078
N: 2.5387 -0.2103 -1.5941  0.007
N: 2.7984 0.2994 1.5060  -0.040
N: 0.9786 -1.8938 2.6110  -0.046
N: 1.3287 2.1267 -0.6819  0.081
C: 3.7256 -2.6546 -0.2653  -0.379
C: -4.4894 2.6117 3.2677  0.027
C: 2.7592 0.6568 2.9286  -0.246
C: 1.4578 1.3962 -4.7776  -0.064
C: -5.8498 2.5343 3.0081  -0.026
C: -2.4825 1.0263 -1.1542  -0.270
C: -3.0446 -2.1484 -0.2719  -0.062
C: -2.6818 -3.0803 2.3307  -0.055
C: 0.7323 3.2057 -0.2447  -0.126
C: 0.0695 4.1310 -1.0795  -0.041
C: -6.3268 1.8413 1.8969  -0.033
C: 1.3286 1.8817 -2.0213  -0.183
C: 0.8037 2.5072 -4.3360  -0.065
C: -2.5815 -1.7262 2.0734  -0.068
C: 0.7243 2.7647 -2.9438  -0.174
C: 2.0006 0.7176 -2.5059  -0.230
C: -3.1287 -3.5059 -0.0021  -0.046
C: 5.6673 -4.1275 -0.3833  -0.088
C: -3.0150 2.2784 -1.4831  -0.054
C: 4.4071 -3.8442 0.0868  -0.004
C: -3.6263 1.9684 2.3971  -0.135
C: 5.6725 -2.0826 -1.6297  -0.072
C: -1.5647 0.8224 -3.3643  -0.050
C: -2.1483 1.9328 2.5351  -0.406
C: -4.0989 1.2765 1.2918  -0.220
C: 6.3124 -3.2282 -1.2419  -0.676
C: 0.0720 3.9059 -2.4235  -0.025
C: -2.0883 2.0686 -3.6864  -0.060
C: 3.7305 -0.6436 -1.7968  -0.066
C: 0.8067 -3.6065 -0.7597  -0.034
C: -1.7609 0.2924 -2.1015  -0.090
C: -2.8132 2.7952 -2.7513  -0.060
C: -2.9377 -3.9686 1.2911  -0.039
C: 1.3286 -1.2631 3.8901  -0.260
C: 4.3741 -1.7814 -1.1737  -0.134
C: 2.0429 0.4957 -3.8592  -0.007
C: 2.6839 -0.5733 3.8271  -0.185
C: -5.4559 1.2025 1.0236  -0.027
C: -2.7395 -1.2654 0.7641  -0.308
H: -4.0986 3.1544 4.1184  0.136
H: 0.3565 3.2082 -5.0306  0.119
H: -3.2150 -1.7865 -1.2760  0.108
H: -6.5512 3.0142 3.6773  0.120
H: 6.1643 -1.4047 -2.3179  0.112
H: 0.7757 3.3781 0.8269  0.115
H: 1.3496 -1.9907 4.7080  0.110
H: -3.5786 2.8463 -0.7538  0.115
H: 2.9564 -0.2779 4.8418  0.115
H: -2.5639 -3.4470 3.3418  0.119
H: -2.3674 -1.0366 2.8813  0.120
H: 0.5601 -0.5224 4.1336  0.108
H: 3.6386 1.2409 3.2176  0.113
H: 1.8808 1.2876 3.0955  0.113
H: -0.9953 0.2643 -4.0957  0.121
H: -0.4170 4.9970 -0.6520  0.110
H: -1.9324 2.4731 -4.6781  0.120
H: 6.1674 -5.0429 -0.0950  0.109
H: 0.1905 -2.5216 2.7232  0.059
H: 3.8989 -4.5305 0.7529  0.117
H: -3.3443 -4.2009 -0.8020  0.119
H: -7.3919 1.7918 1.7146  0.119
H: -0.4105 4.5949 -3.1075  0.126
H: -2.9936 -5.0298 1.4948  0.119
H: 3.4361 -1.2996 3.4958  0.120
H: 2.9604 1.1169 0.9234  0.060
H: -5.8312 0.6642 0.1624  0.125
H: 1.7484 -2.4469 2.2370  0.053
H: 4.3513 -0.1404 -2.5477  0.136
H: -1.3366 -0.6691 -1.8517  0.064
H: 1.5410 1.1954 -5.8380  0.114
H: -3.2160 3.7660 -3.0062  0.120
H: 2.5089 -0.4111 -4.2257  0.122
H: 3.5485 -0.3597 1.3206  0.075


*2*
The following is a quantum chemistry calculation of C39H34ClN4O4PTl as an isolated structure, from OMol25.

Properties
Net charge ... +1
Highest occupied orbital energy ... -9.119 eV
Orbital gap ... 5.60 eV
2S+1 ... 1

Each line ends with the Löwdin charge.
Cartesian coordinates (Å):
Tl: -0.7729 0.4098 0.2191  0.868
Cl: -7.4782 -0.3534 4.6418  0.655
P: 1.8209 0.7460 -2.3799  1.026
O: -2.9233 1.1347 1.2717  -0.354
O: 4.0203 1.4229 0.4577  0.207
O: -4.5192 1.2212 -0.9185  0.066
O: 2.2741 0.8495 -0.8417  -0.175
N: 0.7133 -2.2703 2.4065  0.095
N: -0.6239 2.9370 1.1704  -0.042
N: -0.3137 0.3724 2.8089  -0.059
N: -1.9667 -1.7209 1.8133  0.050
C: -6.1084 0.0698 3.6601  -0.678
C: 0.4640 -4.5654 1.6738  -0.155
C: 3.6066 1.2956 -0.6391  -0.405
C: 4.2446 1.5197 -1.9489  -0.136
C: 5.5252 2.0123 -2.1441  0.028
C: -1.7076 -5.3468 1.0122  -0.069
C: -4.9736 1.6424 2.2649  -0.010
C: 0.1692 2.7038 3.5102  -0.185
C: -0.2373 -2.6909 -3.0618  -0.039
C: 5.9684 2.1858 -3.4458  -0.026
C: 3.4317 1.1904 -3.0316  -0.217
C: 2.5948 -3.7505 2.4287  -0.049
C: -3.0651 -1.6399 2.4745  -0.084
C: -0.3658 1.8289 -3.6766  -0.063
C: -1.2212 2.8746 -3.9835  -0.043
C: 3.8787 1.3469 -4.3316  -0.028
C: -3.8975 0.7489 2.0427  -0.363
C: 0.6423 2.0291 -2.7345  -0.302
C: 2.1144 -3.1324 -3.3567  -0.050
C: -3.9788 -0.5331 2.6552  -0.121
C: 0.2935 3.4580 2.1913  -0.259
C: 0.0340 -1.3615 -2.7904  -0.113
C: 2.4019 -1.8067 -3.0839  -0.057
C: 0.7981 -3.5729 -3.3437  -0.037
C: -0.0575 -3.2655 1.9004  -0.150
C: -1.0462 4.1133 -3.3848  -0.037
C: 0.0002 4.3243 -2.4926  -0.052
C: 0.6474 1.2538 3.4849  -0.251
C: 1.3598 -0.9232 -2.7937  -0.277
C: -5.0915 -0.8268 3.4721  -0.071
C: -1.4449 -3.0113 1.6506  -0.221
C: -3.3993 1.3653 -0.7708  -0.078
C: 1.8357 -4.7712 1.9359  -0.012
C: -2.2295 -4.0539 1.2057  -0.017
C: -6.0561 1.3201 3.0451  -0.090
C: 1.9736 -2.5110 2.6696  -0.118
C: -0.3861 -5.6040 1.2306  -0.041
C: 5.1578 1.8524 -4.5278  -0.032
C: 0.8476 3.2840 -2.1599  -0.067
H: -0.4802 0.8679 -4.1601  0.108
H: -2.3741 -6.1391 0.6965  0.109
H: 2.2637 -5.7505 1.7539  0.120
H: 3.2469 1.0902 -5.1728  0.125
H: -0.8797 2.7210 3.8290  0.120
H: 6.1452 2.2490 -1.2892  0.136
H: 3.4277 -1.4582 -3.0931  0.114
H: -0.6827 3.5777 0.3869  0.062
H: -0.0337 -0.6000 2.9078  0.008
H: -0.7771 -0.6827 -2.5697  0.059
H: -3.3801 -2.5324 3.0298  0.130
H: 1.6559 3.4456 -1.4558  0.121
H: 2.9200 -3.8217 -3.5720  0.117
H: -6.8643 2.0260 3.1833  0.110
H: -2.0223 2.7250 -4.6946  0.120
H: 5.5174 1.9976 -5.5375  0.120
H: 0.5715 -4.6078 -3.5641  0.119
H: 0.1145 4.5198 2.3929  0.111
H: -4.9205 2.6062 1.7749  0.116
H: 0.8256 0.9388 4.5181  0.113
H: 1.3159 3.3612 1.8126  0.107
H: -1.2385 0.4644 3.2183  0.070
H: 6.9555 2.5893 -3.6277  0.121
H: 0.1529 5.3047 -2.0611  0.119
H: -5.1446 -1.7960 3.9526  0.110
H: -1.7229 4.9240 -3.6199  0.119
H: -3.2684 -3.8648 0.9664  0.118
H: 3.6469 -3.8839 2.6435  0.106
H: -1.2624 -3.0375 -3.0527  0.122
H: 0.7476 3.2452 4.2599  0.114
H: -1.5667 2.8222 1.5386  0.054
H: 0.0218 -6.5982 1.0924  0.114
H: 1.5992 1.1872 2.9500  0.110
H: 2.5361 -1.6909 3.1067  0.113


Stability check: which of them is least stable? *2*.


*1*
The following is a quantum chemistry calculation of a 2-piece molecular cluster, C5H9NO2S overall, from OMol25.

Properties
Highest occupied orbital energy (spin up / spin down) ... -8.750 / -8.749 eV
Orbital gap (spin up / spin down) ... 8.82 / 8.82 eV
2S+1 ... 1

Each line ends with the Löwdin charge.
Cartesian coordinates (Å):
S: 0.0773 1.7419 -0.4173  0.965
O: -0.4723 2.0361 0.9367  -0.595
O: 3.0819 -0.6103 -0.8535  0.154
N: 1.6054 -0.2690 0.9560  0.026
C: -0.8096 0.4688 -0.9320  -0.638
C: 2.3531 -0.5057 0.0435  -0.347
C: -2.0514 0.0172 -0.1792  -0.109
C: 1.4504 -0.3889 2.3264  -0.125
C: -0.5996 -0.1426 -2.2952  -0.155
H: 0.6335 0.1790 2.7952  0.080
H: -2.9264 -0.0366 -0.8283  0.070
H: 0.3382 0.2456 -2.8655  0.092
H: -2.0430 -0.9430 0.3653  0.080
H: 1.2532 -1.3745 2.6604  0.063
H: -2.2972 0.7619 0.7330  0.113
H: -0.5122 -1.2741 -2.3072  0.091
H: -1.4822 0.1595 -3.0406  0.116
H: 2.4011 -0.0650 2.9022  0.119


*2*
The following is a quantum chemistry calculation of one molecule with the formula C5H9NO2S, from OMol25.

Properties
SMILES ... NCCCC(=S)C(=O)O
Highest occupied orbital energy (spin up / spin down) ... -9.271 / -9.271 eV
Orbital gap (spin up / spin down) ... 8.28 / 8.28 eV
2S+1 ... 1

Each line ends with the Löwdin charge.
Cartesian coordinates (Å):
S: 2.5528 1.7666 0.1301  0.827
O: 3.1092 -0.7225 -0.9025  -0.009
O: 1.8245 -1.9695 0.5130  0.091
N: 0.0569 -0.2328 -1.4850  0.025
C: -0.8938 -0.5535 -0.4041  -0.212
C: -0.6107 0.5781 0.6848  -0.137
C: 0.6679 0.2297 1.5336  -0.179
C: 2.1936 -0.8921 0.0502  -0.588
C: 1.7304 0.4265 0.6011  -0.650
H: -0.7621 -1.4991 -0.0916  0.073
H: 0.3467 -1.1083 -1.8694  0.074
H: -1.9050 -0.4271 -0.6381  0.085
H: -0.4723 1.5328 0.0177  0.139
H: 0.5506 -0.7366 1.8297  0.085
H: 0.5832 1.0109 2.2678  0.122
H: -1.5646 0.6228 1.1613  0.088
H: 3.3737 0.3279 -1.0612  0.086
H: -0.1828 0.3174 -2.2784  0.079


Stability check: which of them is least stable? *1*.


*1*
The following is a quantum chemistry calculation of one molecule with the formula CH5ClN2, from OMol25.

Properties
SMILES ... NC(N)Cl
Highest occupied orbital energy ... -9.507 eV
Orbital gap ... 10.41 eV
2S+1 ... 1

Each line ends with the Löwdin charge.
Cartesian coordinates (Å):
Cl: -2.0977 -0.0269 -0.1663  0.278
N: 0.3523 1.2332 -0.1840  -0.006
N: 0.4173 -1.1226 -0.2153  -0.042
C: -0.1580 0.0512 0.3017  -0.779
H: 0.2978 -1.9446 0.4137  0.087
H: 1.0988 1.2177 -0.8807  0.095
H: 0.3507 2.1016 0.4264  0.125
H: -0.2015 -0.0188 1.4477  0.122
H: -0.0597 -1.4907 -1.1432  0.121


*2*
The following is a quantum chemistry calculation of a 2-piece molecular cluster, CH5ClN2 overall, from OMol25.

Properties
Highest occupied orbital energy ... -8.766 eV
Orbital gap ... 9.64 eV
2S+1 ... 1

Each line ends with the Löwdin charge.
Cartesian coordinates (Å):
Cl: 2.1796 -0.3054 0.1071  0.601
N: 0.1240 1.2689 -0.3712  -0.046
N: -0.6181 -1.3349 -0.3997  -0.024
C: 0.5714 0.2314 0.4085  -0.743
H: -1.4717 -0.8528 -0.2016  -0.043
H: -0.4132 1.9904 0.1200  0.094
H: -0.1594 1.0095 -1.3279  0.100
H: -0.4052 -2.1180 0.1568  -0.055
H: 0.1926 0.1110 1.5079  0.117


Stability check: which of them is least stable? *2*.


*1*
The following is a quantum chemistry calculation of a 2-piece molecular cluster, C10H19N2O2 overall, from OMol25.

Properties
Net charge ... +1
Highest occupied orbital energy ... -13.147 eV
Orbital gap ... 9.65 eV
2S+1 ... 1

Each line ends with the Löwdin charge.
Cartesian coordinates (Å):
O: 2.8308 -0.9611 -2.9951  -0.069
O: 0.2195 -0.2995 1.0796  0.005
N: -0.9448 0.2902 0.4636  -0.068
N: 0.5144 0.0839 -1.8463  0.122
C: 1.6757 1.7333 -0.3862  0.040
C: -0.9245 -0.9738 1.0831  -0.351
C: 1.7350 -1.8192 -2.7868  -0.195
C: -2.5886 -0.0973 2.7218  -0.214
C: -1.8880 1.2325 2.5668  -0.177
C: -1.6761 -1.1889 2.4060  -0.129
C: -1.5467 1.4654 1.0543  -0.148
C: 1.6092 0.5336 -1.3622  -0.126
C: 0.3426 -1.1301 -2.6354  -0.082
C: 2.9211 -0.0128 -1.9130  -0.070
H: -0.9756 2.5024 0.9392  0.156
H: 0.1470 -0.8201 -3.7378  0.172
H: -0.3198 0.3049 -1.3465  0.110
H: 2.6815 2.1847 -0.5151  0.111
H: 1.6336 -2.6441 -3.6466  0.183
H: 0.9556 2.4667 -0.7034  0.089
H: 3.4400 0.7676 -2.2640  0.108
H: 1.4507 1.5490 0.6357  0.070
H: -2.5358 1.5000 0.4743  0.152
H: 1.8098 -2.3532 -1.8418  0.118
H: 3.4671 -0.4252 -1.1335  0.136
H: -2.5324 2.0705 2.7548  0.105
H: -0.7770 -1.1546 3.0641  0.144
H: -0.9714 -1.9238 0.3968  0.176
H: -2.8298 -0.2057 3.7360  0.106
H: -0.3399 -1.7495 -2.0666  0.125
H: -2.0667 -2.1929 2.4677  0.120
H: -3.4795 -0.0034 2.0416  0.146
H: -1.0369 1.2707 3.2948  0.136


*2*
The following is a quantum chemistry calculation of an isolated ion of composition C10H19N2O2 and charge +1, from OMol25.

Properties
Net charge ... +1
Highest occupied orbital energy (spin up / spin down) ... -8.960 / -9.392 eV
Orbital gap (spin up / spin down) ... 4.42 / 5.38 eV
2S+1 ... 1

Each line ends with the Löwdin charge.
Cartesian coordinates (Å):
O: 3.7326 0.4778 0.9830  0.037
O: -1.2798 -0.1583 0.6074  0.068
N: 2.4182 -0.6792 -0.4228  0.136
N: 4.6749 -1.4671 -0.1057  0.182
C: 2.5221 1.2677 0.8837  -0.073
C: 3.6072 -0.5633 0.1087  -0.342
C: 0.4508 0.9488 -0.6879  -0.122
C: -1.4246 -2.4482 1.2527  0.023
C: -0.8842 1.0825 0.1176  -0.573
C: -1.9925 1.8376 -0.6891  0.002
C: -0.6149 1.9700 1.2465  -0.035
C: -1.4154 -1.3808 0.1505  -0.208
C: -1.4722 -1.8587 -1.2420  0.010
C: 1.5548 0.3229 0.0431  -0.246
H: -0.7438 -2.2442 2.0113  0.068
H: -2.9851 1.6055 -0.1605  0.121
H: -1.6601 2.0981 1.7287  0.138
H: -2.4535 -2.5518 1.6166  0.108
H: -2.5973 -2.0381 -1.4568  0.156
H: 0.6872 1.9108 -1.1217  0.130
H: -0.9784 -1.1167 -1.9698  0.109
H: 2.1173 -1.5437 -0.9456  0.206
H: 0.1509 1.5008 1.8626  0.078
H: -0.3156 2.9837 0.9786  0.110
H: 2.7335 2.0502 0.2137  0.098
H: 0.1838 0.1928 -1.4789  0.105
H: -0.9876 -2.8265 -1.2989  0.091
H: 2.2275 1.6583 1.9438  0.151
H: -1.9768 1.6109 -1.7757  0.095
H: 5.4482 -1.3648 0.4533  0.069
H: 4.9937 -1.5887 -1.0440  0.102
H: -1.9177 2.9133 -0.5420  0.084
H: -1.1728 -3.5352 0.9778  0.127


Stability check: which of them is least stable? *2*.